Entry 1:
This record from OMol25 describes a structure of composition C27H66CoN13OP. The level of theory is ωB97M-V with the def2-TZVPD basis set.

Properties
2S+1: 5
<S²>: 6.034
Energy relative to the best compared isomer or geometry (same formula, charge and spin), kJ/mol: 92.3
Energy, Eh: -3578.61506
Total charge: +3
HOMO (spin up / spin down), hartree: -0.57906 / -0.58115

CARTESIAN COORDINATES (ANGSTROEM)
Co 0.50 -0.61 -0.58
C 2.45 -0.40 4.19
N 2.62 -1.31 3.04
C 3.03 -2.66 3.35
C 2.42 -0.85 1.73
N 1.35 -1.33 1.05
C 0.38 -2.08 1.87
C -0.79 -2.68 1.16
N -1.29 -1.72 0.07
C -1.61 -2.50 -1.18
C -0.45 -3.01 -1.97
N 0.69 -2.06 -2.05
C 1.85 -2.66 -2.36
N 2.01 -4.00 -2.33
C 2.00 -4.74 -1.08
C 2.08 -4.76 -3.56
N 2.82 -1.88 -2.86
C 4.20 -2.40 -3.03
C 2.48 -0.63 -3.46
C -2.59 -1.13 0.42
C -2.83 -0.66 1.82
N -1.91 0.41 2.26
C -2.35 1.10 3.30
N -1.58 2.17 3.74
C -0.53 2.74 2.87
C -1.53 2.67 5.09
N -3.58 0.90 3.91
C -4.47 1.98 4.03
C -4.01 -0.30 4.63
N 3.32 -0.02 1.12
C 3.47 0.16 -0.31
C 4.22 0.84 1.90
H 1.54 -0.73 4.78
H 2.23 0.63 3.83
H 3.35 -0.38 4.84
H 4.04 -2.58 3.79
H 3.12 -3.29 2.42
H 2.31 -3.19 4.02
H 0.01 -1.45 2.70
H 0.86 -2.93 2.35
H -1.63 -2.89 1.88
H -0.52 -3.63 0.74
H -2.16 -1.80 -1.84
H -2.30 -3.29 -0.88
H -0.76 -3.39 -2.95
H -0.03 -3.87 -1.48
H 1.14 -5.42 -1.13
H 1.82 -4.09 -0.20
H 2.94 -5.31 -1.05
H 2.33 -4.09 -4.42
H 1.04 -5.11 -3.86
H 2.77 -5.59 -3.58
H 4.24 -3.33 -2.53
H 4.87 -1.76 -2.37
H 4.64 -2.46 -4.09
H 1.52 -0.77 -4.01
H 3.25 -0.39 -4.18
H 2.41 0.19 -2.77
H -3.30 -1.99 0.22
H -2.85 -0.34 -0.32
H -2.73 -1.54 2.49
H -3.90 -0.41 1.83
H 0.40 2.28 3.14
H -0.49 3.81 2.99
H -0.92 2.48 1.88
H -2.02 1.92 5.73
H -2.02 3.61 5.17
H -0.51 2.75 5.46
H -4.08 2.89 3.66
H -4.73 2.22 5.04
H -5.41 1.76 3.50
H -3.11 -0.83 5.01
H -4.47 -1.04 3.98
H -4.71 0.03 5.41
H 2.49 0.07 -0.76
H 4.12 -0.63 -0.73
H 3.82 1.18 -0.41
H 4.30 0.52 2.97
H 3.94 1.87 1.89
H 5.20 0.71 1.43
C -3.47 2.69 -2.84
N -2.44 2.25 -1.88
C -2.96 2.32 -0.44
P -0.81 2.20 -2.15
O -0.04 1.20 -1.28
N -0.23 3.76 -2.01
C 1.00 4.15 -1.32
C -1.07 4.82 -2.60
N -0.77 1.98 -3.84
C -1.26 0.65 -4.36
C 0.33 2.52 -4.59
H -3.12 3.37 -3.64
H -4.22 3.20 -2.24
H -3.88 1.81 -3.32
H -3.88 1.74 -0.24
H -3.20 3.34 -0.18
H -2.29 1.90 0.29
H 1.62 3.30 -1.02
H 0.70 4.73 -0.44
H 1.58 4.82 -2.01
H -0.56 5.77 -2.52
H -2.03 4.85 -2.07
H -1.23 4.69 -3.67
H -2.09 0.31 -3.77
H -0.42 -0.09 -4.35
H -1.57 0.75 -5.39
H 0.69 3.49 -4.24
H -0.02 2.63 -5.62
H 1.22 1.82 -4.61

Entry 2:
This record from OMol25 describes a cluster of 10 separate species, C27H66F6O12P in total. The level of theory is ωB97M-V with the def2-TZVPD basis set.

Properties
Energy, Eh: -2911.86407
Total charge: -1
HOMO, hartree: -0.23751

CARTESIAN COORDINATES (ANGSTROEM)
P 0.09 1.16 -0.48
F 0.96 2.27 -1.24
F -0.82 0.99 -1.81
F 1.08 0.00 -1.10
F -0.81 0.03 0.25
F 1.06 1.29 0.81
F -0.89 2.32 0.10
C 2.57 4.29 4.79
C 2.19 4.26 3.33
C 0.68 4.00 3.35
O 0.40 3.52 4.68
C 1.64 3.22 5.34
H 2.31 5.22 5.30
H 3.63 4.11 4.99
H 2.79 3.54 2.77
H 2.48 5.18 2.80
H 0.34 3.23 2.66
H 0.11 4.91 3.17
H 1.94 2.23 4.98
H 1.52 3.12 6.42
C 3.99 -0.61 2.18
C 3.30 -1.92 1.92
C 2.71 -2.32 3.27
O 2.47 -1.07 3.95
C 3.12 -0.01 3.28
H 4.00 0.05 1.32
H 5.03 -0.74 2.51
H 3.94 -2.71 1.51
H 2.54 -1.89 1.14
H 3.45 -2.89 3.83
H 1.80 -2.90 3.11
H 3.79 0.56 3.94
H 2.35 0.65 2.87
C 2.65 3.24 -5.28
C 3.00 3.02 -3.81
C 4.06 1.94 -3.92
O 4.76 2.20 -5.13
C 3.97 3.01 -6.00
H 2.27 4.24 -5.53
H 1.83 2.58 -5.56
H 2.16 2.74 -3.17
H 3.39 3.94 -3.37
H 3.67 0.92 -3.98
H 4.76 1.93 -3.08
H 3.81 2.48 -6.95
H 4.54 3.92 -6.22
C -3.48 3.58 -1.73
O -3.51 2.22 -1.41
H -3.05 3.74 -2.73
H -4.50 3.97 -1.76
H -2.94 4.19 -1.00
H -2.59 1.92 -1.35
C -2.96 -2.07 -1.99
O -4.11 -2.76 -1.48
H -2.07 -2.55 -1.58
H -2.91 -2.11 -3.08
H -2.97 -1.03 -1.66
H -4.57 -3.16 -2.22
C -3.47 0.92 1.99
O -3.77 0.65 3.36
H -3.52 0.01 1.39
H -4.20 1.65 1.61
H -2.48 1.36 1.85
H -3.71 1.51 3.78
C -4.15 0.64 -4.63
O -2.91 -0.02 -4.64
C -1.84 0.86 -4.65
C -0.51 0.12 -4.66
O -0.31 -0.55 -5.88
C 0.76 -1.45 -5.78
H -4.98 -0.05 -4.53
H -4.32 1.17 -5.58
H -4.16 1.37 -3.82
H -1.82 1.53 -3.78
H -1.83 1.55 -5.51
H -0.50 -0.54 -3.79
H 0.27 0.86 -4.43
H 0.94 -1.92 -6.75
H 0.59 -2.23 -5.03
H 1.71 -0.92 -5.59
C -2.01 -2.65 1.92
O -2.08 -1.73 2.99
C -0.76 -1.39 3.37
C -0.74 -0.16 4.25
O -1.73 -0.26 5.23
C -1.50 0.69 6.27
H -3.00 -2.99 1.61
H -1.36 -3.51 2.11
H -1.63 -2.11 1.05
H -0.11 -1.22 2.50
H -0.31 -2.21 3.93
H -0.73 0.78 3.68
H 0.26 -0.20 4.73
H -1.46 1.68 5.82
H -0.56 0.40 6.76
H -2.29 0.63 7.02
C -2.65 -5.59 -0.11
O -1.36 -5.06 -0.25
C -0.35 -5.91 0.23
C 0.98 -5.20 0.16
O 0.94 -3.94 0.78
C 0.67 -2.90 -0.14
H -2.78 -6.42 -0.82
H -3.35 -4.80 -0.36
H -2.90 -5.96 0.90
H -0.25 -6.81 -0.40
H -0.57 -6.17 1.27
H 1.37 -5.10 -0.86
H 1.80 -5.77 0.61
H 1.46 -2.88 -0.90
H 0.63 -1.93 0.36
H -0.33 -3.02 -0.57

Entry 3:
This record from OMol25 describes a cluster of 8 separate species, C27H66N8O7P in total. The level of theory is ωB97M-V with the def2-TZVPD basis set.

Properties
Energy, Eh: -2374.22813
Total charge: -1
HOMO, hartree: -0.10765

CARTESIAN COORDINATES (ANGSTROEM)
C -1.11 3.61 0.79
C -1.35 2.23 0.71
C -2.54 1.58 1.30
P -2.52 -0.30 0.87
N -4.33 -0.35 0.79
C -5.06 0.04 1.97
C -5.92 1.32 1.80
C -6.53 1.49 0.42
H -1.20 4.24 -0.08
H -0.77 4.04 1.73
H -0.64 1.56 0.22
H -2.65 1.76 2.38
H -3.38 2.04 0.77
H -2.49 -0.71 2.29
H -2.42 -1.75 0.50
H -2.42 0.02 -0.56
H -1.05 -0.26 0.92
H -4.67 -1.22 0.41
H -4.43 0.18 2.85
H -5.76 -0.77 2.22
H -5.27 2.17 2.04
H -6.69 1.33 2.57
H -7.13 0.62 0.15
H -7.20 2.36 0.45
H -5.76 1.70 -0.31
C 2.14 -0.60 1.67
O 1.32 0.28 1.80
N 2.67 -0.96 0.48
C 3.63 -2.03 0.36
C 2.24 -0.24 -0.71
H 2.52 -1.20 2.52
H 4.56 -1.66 -0.07
H 3.24 -2.82 -0.30
H 3.83 -2.47 1.34
H 2.49 0.82 -0.61
H 1.16 -0.33 -0.84
H 2.74 -0.65 -1.58
C 1.08 8.50 3.54
O 1.76 9.30 2.93
N 0.86 7.23 3.17
C 0.03 6.33 3.95
C 1.46 6.73 1.93
H 0.57 8.77 4.48
H 0.61 5.47 4.27
H -0.82 5.99 3.36
H -0.34 6.85 4.83
H 2.54 6.81 1.99
H 1.11 7.33 1.09
H 1.18 5.69 1.79
C -8.03 -2.84 1.09
O -7.69 -2.49 -0.02
N -9.02 -2.27 1.80
C -9.39 -2.75 3.12
C -9.74 -1.16 1.22
H -7.54 -3.67 1.62
H -10.43 -3.08 3.12
H -9.27 -1.95 3.85
H -8.75 -3.58 3.40
H -10.19 -1.46 0.27
H -9.05 -0.34 1.01
H -10.52 -0.81 1.89
C 2.78 0.39 -4.24
O 2.33 -0.68 -3.87
N 4.05 0.53 -4.69
C 4.59 1.79 -5.15
C 4.87 -0.67 -4.69
H 2.20 1.32 -4.24
H 4.90 1.70 -6.19
H 5.45 2.07 -4.54
H 3.83 2.57 -5.07
H 4.39 -1.43 -5.31
H 4.94 -1.07 -3.67
H 5.86 -0.46 -5.07
C 4.79 4.06 1.73
O 4.00 4.73 1.10
N 5.45 4.49 2.83
C 6.39 3.65 3.54
C 5.20 5.84 3.30
H 5.05 3.02 1.45
H 6.05 3.51 4.57
H 7.38 4.11 3.55
H 6.46 2.68 3.06
H 4.14 5.97 3.54
H 5.45 6.57 2.52
H 5.80 6.04 4.19
C 4.53 -4.08 -5.49
O 5.70 -3.84 -5.24
N 3.68 -4.71 -4.67
C 2.29 -4.94 -5.03
C 4.16 -5.15 -3.38
H 4.06 -3.76 -6.44
H 1.64 -4.43 -4.31
H 2.07 -6.00 -5.01
H 2.10 -4.54 -6.02
H 4.53 -4.30 -2.80
H 4.98 -5.86 -3.51
H 3.35 -5.64 -2.84
C 0.95 -7.40 -1.97
O 1.31 -7.25 -3.13
N 0.17 -6.54 -1.30
C -0.23 -6.77 0.07
C -0.31 -5.34 -1.98
H 1.26 -8.27 -1.37
H -1.31 -6.83 0.15
H 0.12 -5.96 0.71
H 0.21 -7.71 0.43
H -0.89 -5.61 -2.86
H 0.54 -4.73 -2.30
H -0.92 -4.76 -1.30